# C51H33ClF5MnN4O3SSb

A structure of composition C51H33ClF5MnN4O3SSb (wB97M-V/def2-TZVPD, the Open Molecules 2025 dataset).

Last column: Löwdin spin population.
Geometry (Å):
1 Mn -0.10 -0.78 -0.01  3.904
2 C -4.18 12.31 1.60  0.000
3 O -4.15 11.55 0.40  0.000
4 C -3.73 10.27 0.46  0.000
5 C -3.73 9.57 -0.75  0.000
6 C -3.32 8.26 -0.79  0.000
7 C -2.88 7.61 0.38  0.000
8 C -2.88 8.32 1.57  0.000
9 C -3.30 9.64 1.62  0.000
10 C -2.45 6.22 0.29  0.000
11 N -2.41 5.50 -0.82  0.000
12 C -1.93 4.28 -0.45  0.000
13 C -1.66 4.24 0.90  0.000
14 N -1.99 5.49 1.36  0.000
15 C -1.13 3.10 1.56  -0.001
16 C -0.89 2.99 2.94  0.006
17 C -0.37 1.82 3.44  -0.001
18 C -0.10 0.77 2.57  0.006
19 N -0.36 0.84 1.28  -0.015
20 C -0.85 1.98 0.75  0.003
21 C -1.11 2.01 -0.68  0.004
22 N -0.80 0.91 -1.38  0.048
23 C -1.03 0.89 -2.68  0.006
24 C -1.62 1.96 -3.36  0.002
25 C -1.95 3.10 -2.65  0.001
26 C -1.67 3.15 -1.28  0.001
27 H -4.55 13.29 1.32  0.000
28 H -3.18 12.40 2.02  0.000
29 H -4.85 11.85 2.33  0.000
30 H -4.07 10.07 -1.64  0.000
31 H -3.33 7.71 -1.72  0.000
32 H -2.56 7.86 2.50  0.000
33 H -3.29 10.16 2.57  0.000
34 H -1.95 5.82 2.31  0.000
35 H -1.12 3.81 3.60  0.000
36 H -0.17 1.71 4.50  0.000
37 H 0.31 -0.17 2.93  0.000
38 H -0.77 -0.02 -3.20  0.000
39 H -1.82 1.89 -4.42  0.000
40 H -2.40 3.95 -3.13  0.000
41 Cl 2.57 -7.44 -1.30  0.002
42 C 1.86 -5.86 -1.26  0.006
43 C 1.30 -5.32 -2.42  -0.001
44 C 0.74 -4.07 -2.41  0.003
45 C 0.70 -3.30 -1.23  0.002
46 O 0.15 -2.11 -1.30  0.027
47 C 1.26 -3.86 -0.06  0.006
48 C 1.29 -3.19 1.21  0.009
49 O 0.86 -2.07 1.49  0.063
50 C 1.83 -5.14 -0.10  0.001
51 H 1.32 -5.90 -3.34  0.000
52 H 0.30 -3.65 -3.30  0.000
53 H 1.77 -3.76 2.02  0.002
54 H 2.26 -5.56 0.81  0.000
55 F -1.64 -1.54 2.71  0.004
56 C -2.44 -1.70 1.65  0.000
57 C -1.98 -1.42 0.37  -0.097
58 C -2.88 -1.64 -0.66  0.001
59 F -2.53 -1.44 -1.94  0.003
60 C -4.17 -2.09 -0.44  -0.005
61 F -5.00 -2.29 -1.47  -0.003
62 C -4.60 -2.35 0.85  0.014
63 F -5.83 -2.78 1.07  0.005
64 C -3.73 -2.15 1.90  -0.005
65 F -4.12 -2.40 3.15  -0.003
66 S 2.40 -0.08 -0.42  0.001
67 Sb 3.25 2.01 -0.55  0.002
68 C 2.06 3.45 -1.51  0.001
69 C 1.71 4.63 -0.86  0.000
70 C 1.01 5.62 -1.54  0.000
71 C 0.67 5.43 -2.88  0.000
72 C 1.03 4.26 -3.53  0.000
73 C 1.71 3.26 -2.85  0.000
74 C 5.05 1.94 -1.61  0.000
75 C 5.59 0.72 -1.97  0.000
76 C 6.79 0.69 -2.68  0.000
77 C 7.43 1.87 -3.02  0.000
78 C 6.88 3.10 -2.66  0.000
79 C 5.68 3.14 -1.95  0.000
80 C 3.71 2.89 1.31  0.000
81 C 5.03 3.15 1.67  0.000
82 C 5.30 3.72 2.91  0.000
83 C 4.26 4.02 3.78  0.000
84 C 2.95 3.76 3.41  0.000
85 C 2.67 3.19 2.18  0.000
86 H 2.00 4.80 0.17  0.000
87 H 0.72 6.53 -1.04  0.000
88 H 0.13 6.20 -3.41  0.000
89 H 0.78 4.12 -4.57  0.000
90 H 1.99 2.35 -3.36  0.000
91 H 5.08 -0.20 -1.71  0.000
92 H 7.22 -0.26 -2.97  0.000
93 H 8.36 1.84 -3.57  0.000
94 H 7.38 4.02 -2.93  0.000
95 H 5.25 4.09 -1.68  0.000
96 H 5.85 2.91 1.00  0.000
97 H 6.32 3.91 3.20  0.000
98 H 4.48 4.46 4.74  0.000
99 H 2.14 4.00 4.09  0.000
100 H 1.65 2.99 1.89  0.000

For the energy above the lowest of the compared OMol25 structures with the same formula, charge and spin, the calculation gives 4.8 kJ/mol. The spin multiplicity is 5. As for the HOMO energy (spin up / spin down): -10.14 / -10.14 eV. As for the total charge: +1. For the lowest unoccupied orbital energy (spin up / spin down), the calculation gives -0.12513 / -0.11778 hartree. Its expectation value of S² is 6.09. The calculation puts the strongest force on any atom at 0.468 eV/Å. The calculation puts the gap between HOMO and LUMO (spin up / spin down) at 6.7357 / 6.9336 eV.